[1]
Entry from the OMol25 dataset: a molecular structure, CHBrCl3Zr (ωB97M-V/def2-TZVPD).

As for the relative energy (zero: lowest compared OMol25 entry of this formula, charge and spin): 31.01 kcal per mole. As for the charge: +3. The value obtained for the orbital gap is 3.3966 eV.

The geometry in XYZ format:
```
7
Properties=species:S:1:pos:R:3:forces:R:3:mulliken_charge:R:1
Zr 10.913 -14.900 -19.493 5.823 -0.236 9.897 2.0742
Br 9.884 -14.850 -21.253 -5.353 0.514 -9.638 0.1564
C 7.299 -16.012 -22.465 -4.890 -0.696 -2.306 0.8275
Cl 6.596 -17.492 -21.871 0.772 -0.116 0.588 0.1153
Cl 6.052 -14.723 -22.229 1.620 -0.180 0.344 0.0788
Cl 7.678 -16.170 -24.147 0.803 0.302 0.132 0.1021
H 8.229 -15.850 -21.920 1.226 0.412 0.984 -0.3544
```
Forces are in eV/Å.

***

[2]
Entry from the OMol25 dataset: a molecular structure, C19H19N5OsS2Se (ωB97M-V/def2-TZVPD).

As for the relative energy (zero: lowest compared OMol25 entry of this formula, charge and spin): 5.78 kcal per mole. As for the charge: +2. The value obtained for the orbital gap (spin up / spin down) is 5.6328 / 5.6250 eV.

The geometry in XYZ format:
```
47
Properties=species:S:1:pos:R:3:forces:R:3:mulliken_charge:R:1
Os 0.872 0.463 -0.675 -2.270 0.964 -1.551 0.2698
C -1.231 5.018 -2.212 0.055 -0.210 0.011 -0.8896
S 0.112 4.375 -3.242 -0.038 0.105 0.094 0.0944
C 0.694 3.044 -2.329 -0.010 0.103 -0.069 0.6608
S -0.011 2.603 -0.752 0.763 -1.488 0.543 -0.3340
N 1.703 2.401 -2.809 0.019 0.185 -0.447 -1.3139
N 2.087 1.360 -2.032 -0.061 -0.368 -0.267 1.0166
C 3.295 0.938 -2.126 0.080 0.105 -0.079 -0.1741
C 3.695 -0.041 -1.133 0.127 -0.236 0.130 0.6599
C 4.999 -0.471 -0.990 -0.006 0.059 -0.090 -0.9121
C 5.325 -1.308 0.070 -0.106 -0.095 0.060 -0.1892
C 4.329 -1.700 0.952 0.184 0.046 -0.046 -0.8972
C 3.039 -1.250 0.753 -0.128 -0.073 0.118 0.3612
N 2.718 -0.440 -0.265 -0.316 0.204 -0.271 -0.3242
H -1.558 5.934 -2.698 0.036 0.003 -0.022 0.3641
H -0.872 5.248 -1.212 -0.044 0.105 -0.012 0.3371
H -2.056 4.310 -2.183 -0.038 0.055 0.022 0.3336
H 3.978 1.358 -2.854 0.035 0.056 0.053 0.4556
H 5.748 -0.129 -1.692 0.020 -0.023 0.021 0.4307
H 6.341 -1.652 0.207 0.010 0.030 -0.026 0.4710
H 4.550 -2.343 1.792 -0.039 -0.028 -0.018 0.4315
H 2.239 -1.554 1.414 -0.044 0.066 -0.045 0.2818
N -0.809 -2.639 4.418 0.022 0.017 -0.044 -0.4282
C -0.579 -1.957 3.290 0.030 0.053 -0.021 0.9359
C -0.745 -2.535 2.016 -0.069 -0.011 0.059 -0.8584
C -0.490 -1.797 0.893 -0.031 0.020 -0.055 -0.3273
N -0.071 -0.513 0.917 0.028 -0.133 0.668 0.5011
C 0.078 0.048 2.142 -0.036 -0.038 -0.042 -0.3886
C -0.147 -0.613 3.315 -0.054 -0.046 0.087 -0.8749
H -1.114 -3.597 4.398 -0.022 0.007 0.008 0.2109
H -0.701 -2.203 5.318 -0.011 -0.026 0.013 0.2064
H -1.084 -3.558 1.917 0.003 0.006 -0.034 0.3835
H -0.623 -2.242 -0.084 0.039 -0.009 -0.007 0.4622
H 0.404 1.082 2.159 0.002 -0.003 0.003 0.4363
H 0.004 -0.105 4.258 -0.026 0.050 -0.036 0.4006
Se -0.781 -0.356 -2.297 1.940 0.755 1.089 0.1435
C -2.471 -0.377 -1.441 -0.085 -0.204 0.427 0.5564
C -2.764 0.354 -0.290 -0.028 0.080 -0.091 0.0965
C -4.028 0.267 0.271 -0.026 0.007 -0.055 -0.8265
C -4.992 -0.549 -0.305 -0.001 0.004 0.002 -0.4664
C -4.700 -1.274 -1.455 -0.060 0.053 -0.030 -0.6248
C -3.446 -1.185 -2.031 0.185 -0.104 -0.087 -0.5294
H -2.020 0.993 0.157 -0.028 0.003 0.026 0.1919
H -4.265 0.846 1.153 0.016 -0.002 0.004 0.4293
H -5.978 -0.612 0.135 0.010 -0.018 0.004 0.4296
H -5.454 -1.905 -1.905 0.004 0.015 -0.021 0.4194
H -3.221 -1.739 -2.934 -0.028 -0.042 0.026 0.3873
```
Forces are in eV/Å.

***

[3]
Entry from the OMol25 dataset: a single C3H4N2O3 molecule (ωB97M-V/def2-TZVPD).

As for the relative energy (zero: lowest compared OMol25 entry of this formula, charge and spin): 107.73 kcal per mole. As for the charge: 0. The value obtained for the orbital gap is 9.2673 eV. As for the SMILES: O=C1N[C@H]1/C(O)=N/O.

The geometry in XYZ format:
```
12
Properties=species:S:1:pos:R:3:forces:R:3:mulliken_charge:R:1
O 2.504 0.963 1.078 0.911 -1.024 -0.507 -0.4792
C 1.613 0.858 0.301 -3.151 2.593 1.538 0.4903
N 0.946 1.465 -0.654 2.277 -0.395 -1.876 -0.3532
C -0.072 1.053 0.263 1.676 -0.628 1.799 -0.3273
C -0.688 -0.232 0.104 -0.472 -1.597 -1.369 0.4818
O -2.008 -0.249 -0.174 0.125 -0.292 0.111 -0.4722
N 0.061 -1.294 0.094 -0.527 0.768 -0.084 -0.2877
O -0.678 -2.409 -0.399 0.308 0.171 0.496 -0.4998
H 1.230 2.363 -1.035 -0.637 -0.012 -0.141 0.2863
H -0.546 1.824 0.851 -0.101 -0.020 0.160 0.4061
H -2.245 -1.186 -0.293 -0.117 0.088 0.024 0.3885
H -0.117 -3.157 -0.136 -0.293 0.347 -0.149 0.3665
```
Forces are in eV/Å.